ORCA calculation (ωB97M-V with the def2-TZVPD basis set) on 2 unconnected molecules or ions with the total composition C10H16.

Properties
SMILES	CCc1ccccc1.CC
energy relative to the best compared isomer or geometry (same formula, charge and spin)	49.07	kcal/mol

```
26
Properties=species:S:1:pos:R:3:forces:R:3
C 0.433 -3.387 -1.184 0.9 -1.8 -0.6
C 1.065 -1.992 -1.324 -0.2 0.3 -2.3
C 0.121 -1.044 -0.631 1.6 0.2 1.9
C 0.588 -0.258 0.488 -1.7 -0.7 -1.8
C -0.321 0.431 1.233 -1.3 2.5 1.4
C -1.735 0.277 1.089 1.1 -0.3 1.0
C -2.137 -0.569 0.082 -1.9 -1.6 -0.2
C -1.220 -1.208 -0.792 -1.9 0.7 -1.2
H -0.400 -3.602 -1.900 1.0 0.2 0.4
H 0.037 -3.666 -0.232 -0.6 0.9 1.1
H 1.181 -4.208 -1.177 -0.1 0.4 -1.1
H 2.100 -1.894 -0.952 -0.6 -0.3 0.1
H 1.166 -1.748 -2.484 -0.3 -0.4 2.3
H 1.608 -0.212 0.736 1.2 0.1 0.0
H -0.043 1.301 1.921 0.1 -2.0 -0.6
H -2.370 0.669 1.941 0.5 -0.4 -1.6
H -3.203 -0.978 0.038 1.4 1.1 -0.1
H -1.629 -1.778 -1.697 0.6 0.7 1.7
C 1.055 3.674 1.267 -3.3 -0.5 -0.1
C 1.347 3.248 -0.125 -2.0 -0.6 -0.5
H 1.838 3.769 1.940 1.3 0.3 1.3
H 0.524 4.565 1.039 0.3 1.9 0.6
H 0.118 3.186 1.706 1.8 -0.2 -0.3
H 1.853 4.006 -0.664 1.0 0.5 -0.5
H 0.322 3.292 -0.526 0.4 -0.5 -0.7
H 1.719 2.260 -0.294 0.5 -0.5 -0.1
```
Positions in Å, forces in eV/Å.

Atom charges from the natural (NBO) analysis, given in e for atoms 1 to 6: atom 1 (C): -0.621, atom 2 (C): -0.427, atom 3 (C): 0.002, atom 4 (C): -0.240, atom 5 (C): -0.187, atom 6 (C): -0.247

=====

ORCA calculation (ωB97M-V with the def2-TZVPD basis set) on a single C2H4N4 molecule.

Properties
SMILES	Nc1nc[nH]n1
energy relative to the best compared isomer or geometry (same formula, charge and spin)	22.05	kcal/mol

```
10
Properties=species:S:1:pos:R:3:forces:R:3
N 1.895 0.016 0.244 3.6 2.0 -0.7
C 0.554 0.068 0.067 -3.8 3.0 0.4
N -0.123 -1.067 0.075 0.1 -1.9 0.1
C -1.391 -0.755 0.119 -1.2 -2.9 0.1
N -1.560 0.539 0.039 3.2 -1.1 0.1
N -0.355 1.177 0.092 2.8 -1.5 -0.5
H 2.390 -0.783 -0.163 -0.9 0.1 0.3
H 2.564 0.848 0.123 -2.3 -1.4 0.3
H -2.199 -1.549 0.296 1.2 1.6 -0.6
H -2.379 0.961 0.250 -2.7 2.1 0.6
```
Positions in Å, forces in eV/Å.

Atom charges from the natural (NBO) analysis, given in e for atoms 1 to 6: atom 1 (N): -0.815, atom 2 (C): 0.461, atom 3 (N): -0.535, atom 4 (C): 0.191, atom 5 (N): -0.341, atom 6 (N): -0.368

=====

ORCA calculation (ωB97M-V with the def2-TZVPD basis set) on a molecular structure, C2H3OSm.

Properties
spin multiplicity	7
energy relative to the best compared isomer or geometry (same formula, charge and spin)	51.01	kcal/mol
⟨S²⟩	12.0066
net charge	+3

```
7
Properties=species:S:1:pos:R:3:forces:R:3
O -0.438 0.408 0.622 1.5 -2.1 -1.5
Sm -0.974 2.540 -0.329 -0.8 2.3 -0.5
H -0.598 0.095 1.525 0.6 -0.6 1.2
C 0.311 -0.668 -0.313 -1.3 1.8 -0.1
C 0.985 0.493 -0.672 -0.7 -1.0 0.0
H -0.406 -1.451 -0.618 -0.5 0.2 -1.1
H 1.121 -1.418 -0.215 1.3 -0.6 2.0
```
Positions in Å, forces in eV/Å.

Atom charges from the natural (NBO) analysis, given in e for atoms 1 to 6: atom 1 (O): -0.766, atom 2 (Sm): 2.002, atom 3 (H): 0.605, atom 4 (C): -0.484, atom 5 (C): 0.725, atom 6 (H): 0.449

=====

ORCA calculation (ωB97M-V with the def2-TZVPD basis set) on 3 unconnected molecules or ions with the total composition C3H11NO3.

Properties
SMILES	CNC(C)=O.O.O
energy relative to the best compared isomer or geometry (same formula, charge and spin)	10.42	kcal/mol

```
18
Properties=species:S:1:pos:R:3:forces:R:3
C 0.200 -1.864 -0.289 0.1 -0.1 -0.8
N -0.573 -0.732 -0.766 -0.8 -0.5 -0.3
C -0.138 0.439 -1.268 1.5 0.2 1.7
C 1.362 0.537 -1.429 -0.4 -0.4 0.5
O -0.845 1.434 -1.293 -0.8 0.3 -0.9
H -0.491 -2.691 -0.142 0.0 0.0 0.2
H 0.750 -1.666 0.627 -0.1 0.2 0.1
H 0.882 -2.173 -1.074 0.3 -0.2 0.0
H -1.571 -0.851 -0.756 -0.1 0.3 0.3
H 1.659 1.536 -1.700 0.0 0.2 -0.4
H 1.777 0.316 -0.441 0.0 0.1 0.0
H 1.733 -0.241 -2.073 0.3 -0.1 -0.5
O 0.645 0.237 2.331 -0.6 1.0 0.3
H 0.761 0.554 3.239 0.3 -0.4 -0.2
H -0.093 0.833 2.050 0.3 -0.7 -0.2
O -1.743 1.342 1.271 -0.6 0.1 -0.1
H -1.669 1.337 0.297 0.3 0.2 0.0
H -2.645 1.655 1.416 0.2 0.0 0.3
```
Positions in Å, forces in eV/Å.

Atom charges from the natural (NBO) analysis, given in e for atoms 1 to 6: atom 1 (C): -0.418, atom 2 (N): -0.608, atom 3 (C): 0.695, atom 4 (C): -0.719, atom 5 (O): -0.662, atom 6 (H): 0.211

=====

ORCA calculation (ωB97M-V with the def2-TZVPD basis set) on a single H4NOPS2 molecule.

Properties
SMILES	N[P@@](O)(=S)S
energy relative to the best compared isomer or geometry (same formula, charge and spin)	6.03	kcal/mol

```
9
Properties=species:S:1:pos:R:3:forces:R:3
N -0.448 1.036 0.624 -0.9 0.3 -1.2
P 0.595 0.009 -0.116 -0.1 -0.7 0.1
O 0.123 0.323 -1.629 0.3 1.0 0.8
S 2.521 -0.038 0.241 -1.8 0.2 0.0
S -0.604 -1.782 0.115 0.4 -0.5 0.0
H -1.328 1.265 0.150 0.7 -0.6 0.0
H -0.334 1.639 1.373 1.1 1.0 1.6
H -0.024 -0.404 -2.205 0.0 -1.2 -0.8
H -0.501 -2.048 1.447 0.3 0.4 -0.5
```
Positions in Å, forces in eV/Å.

Atom charges from the natural (NBO) analysis, given in e for atoms 1 to 6: atom 1 (N): -1.213, atom 2 (P): 1.573, atom 3 (O): -0.995, atom 4 (S): -0.504, atom 5 (S): -0.375, atom 6 (H): 0.419

=====

ORCA calculation (ωB97M-V with the def2-TZVPD basis set) on a molecular structure, C40H47N3OP2PdS.

Properties
net charge	+4

```
95
Properties=species:S:1:pos:R:3:forces:R:3
Pd 0.051 -0.238 0.226 0.5 -0.5 -1.0
C 2.373 -2.422 -1.314 -0.3 -1.7 -0.3
N 1.596 -2.826 -2.446 0.9 -0.5 -0.2
C 0.143 -2.807 -2.405 -0.4 0.6 0.3
P -0.718 -2.216 -0.865 0.1 0.5 0.5
C -2.436 -2.302 -1.382 0.2 0.4 0.2
C -3.387 -2.773 -0.462 0.2 0.0 -0.1
C -4.696 -2.951 -0.867 -0.1 0.1 0.0
C -5.078 -2.609 -2.160 0.1 0.0 0.0
C -4.155 -2.057 -3.045 -0.1 0.0 0.0
C -2.841 -1.881 -2.657 0.1 -0.1 0.0
C -0.428 -3.526 0.356 0.2 0.4 0.1
C 0.344 -3.245 1.491 0.0 0.0 -0.1
C 0.544 -4.219 2.455 0.0 0.0 0.0
C -0.035 -5.472 2.297 0.0 0.0 0.0
C -0.799 -5.757 1.171 0.0 0.0 0.0
C -0.991 -4.795 0.193 0.0 0.0 -0.2
C 2.211 -3.282 -3.586 -0.3 0.7 0.8
C 1.670 -2.994 -4.867 -0.4 0.0 -0.6
C 2.284 -3.470 -5.995 -0.3 0.3 0.1
C 3.432 -4.272 -5.891 0.0 0.0 0.1
C 3.968 -4.571 -4.629 0.1 -0.1 0.2
C 3.387 -4.074 -3.492 0.7 -0.2 0.0
P 2.181 -0.563 -0.983 -0.7 0.8 0.4
C 2.183 0.146 -2.642 -0.4 0.1 0.5
C 3.342 0.071 -3.421 0.1 -0.1 0.0
C 3.360 0.677 -4.665 0.1 -0.1 -0.1
C 2.240 1.359 -5.132 0.0 0.0 0.0
C 1.083 1.417 -4.366 0.0 0.0 0.0
C 1.051 0.809 -3.120 -0.1 -0.1 0.0
C 3.749 -0.112 -0.232 -0.7 0.0 -0.2
C 4.489 -1.003 0.553 0.1 -0.1 0.0
C 5.725 -0.615 1.036 -0.1 -0.2 0.1
C 6.206 0.666 0.776 -0.1 0.0 0.0
C 5.453 1.565 0.027 -0.1 0.1 0.1
C 4.216 1.192 -0.463 0.1 0.0 -0.2
H 3.430 -2.574 -1.525 0.1 0.1 -0.1
H 2.093 -2.958 -0.403 -0.1 0.1 0.0
H -0.229 -3.828 -2.540 0.1 0.0 0.0
H -0.254 -2.212 -3.231 0.1 0.0 -0.1
H -3.097 -3.015 0.551 0.0 -0.1 0.0
H -5.423 -3.347 -0.170 0.0 0.0 0.0
H -6.101 -2.764 -2.477 0.0 0.0 0.0
H -4.468 -1.766 -4.039 0.0 0.0 0.0
H -2.143 -1.425 -3.348 0.0 0.0 0.0
H 0.776 -2.254 1.616 0.0 0.0 0.1
H 1.139 -4.007 3.334 0.0 0.0 0.0
H 0.103 -6.230 3.056 0.0 0.0 0.0
H -1.250 -6.734 1.056 0.0 0.0 0.0
H -1.578 -5.030 -0.686 -0.1 0.0 0.0
H 0.821 -2.329 -4.959 0.0 0.0 0.0
H 1.896 -3.207 -6.970 0.0 0.0 0.0
H 3.904 -4.658 -6.785 0.0 0.0 0.0
H 4.826 -5.225 -4.554 0.0 0.0 0.0
H 3.772 -4.373 -2.525 -0.1 0.0 0.0
H 4.222 -0.446 -3.056 0.1 0.1 0.0
H 4.259 0.634 -5.266 0.0 0.0 0.0
H 2.273 1.852 -6.094 0.0 0.0 0.0
H 0.217 1.950 -4.735 0.0 0.0 0.0
H 0.160 0.858 -2.505 0.0 0.1 0.0
H 4.116 -1.997 0.772 0.1 0.0 0.0
H 6.320 -1.311 1.613 0.0 0.0 0.0
H 7.167 0.968 1.173 0.0 0.0 -0.1
H 5.832 2.559 -0.171 0.0 0.0 0.0
H 3.623 1.890 -1.041 0.1 0.0 -0.1
S -1.231 1.834 -0.312 0.0 -0.4 -0.4
C -1.553 2.956 1.005 0.1 -0.6 -0.2
N -2.766 3.013 1.511 -0.2 0.2 0.2
C -3.199 4.060 2.455 0.0 0.1 0.2
C -2.284 5.268 2.339 0.1 -0.1 -0.1
C -0.838 4.801 2.439 -0.2 0.2 0.2
N -0.601 3.768 1.418 0.1 0.3 0.2
H -3.477 2.404 1.132 0.2 0.0 -0.1
H -3.175 3.655 3.469 0.0 0.0 0.0
H -4.232 4.317 2.228 0.0 0.0 -0.1
H -2.506 5.975 3.135 0.0 0.0 0.0
H -2.440 5.771 1.384 0.0 0.0 0.0
H -0.642 4.380 3.428 0.1 0.0 0.0
H -0.140 5.618 2.274 0.0 0.0 -0.1
H 0.280 3.766 0.931 -0.1 -0.2 -0.1
C -1.961 -0.550 2.570 0.1 0.1 0.0
C -0.891 0.225 3.314 -0.2 -0.1 0.0
O 0.107 0.703 2.387 0.3 -0.2 -0.2
C 1.330 1.137 3.020 0.1 -0.1 0.0
C 2.314 -0.004 3.187 -0.2 0.1 0.0
H -2.849 -0.645 3.195 0.0 -0.1 0.0
H -1.614 -1.557 2.326 0.0 0.0 0.0
H -2.260 -0.032 1.653 0.0 0.0 0.1
H -0.417 -0.416 4.060 0.0 0.0 0.0
H -1.319 1.089 3.829 0.1 0.0 0.0
H 1.085 1.586 3.985 0.0 0.1 0.0
H 1.755 1.906 2.373 -0.1 0.0 0.0
H 1.942 -0.763 3.877 0.0 0.0 0.0
H 3.252 0.379 3.588 0.0 0.0 0.0
H 2.516 -0.462 2.215 0.0 0.0 0.1
```
Positions in Å, forces in eV/Å.

Atom charges from the Mulliken analysis, given in e for atoms 1 to 6: atom 1 (Pd): 0.999, atom 2 (C): -1.934, atom 3 (N): 0.569, atom 4 (C): -1.255, atom 5 (P): 1.107, atom 6 (C): 0.970

=====

ORCA calculation (ωB97M-V with the def2-TZVPD basis set) on a molecular structure, C17H26IIrO2P2.

Properties
spin multiplicity	6
⟨S²⟩	8.8248
net charge	+3

```
49
Properties=species:S:1:pos:R:3:forces:R:3
C 0.307 -2.091 -3.923 0.4 -0.3 -1.5
C -0.211 -1.571 -2.662 -0.8 5.0 1.4
H 0.489 -1.388 -4.691 -0.1 1.0 -0.8
H -0.364 -2.914 -4.267 0.3 0.9 0.0
H 1.255 -2.633 -3.792 -0.1 0.2 0.4
O -0.468 -0.391 -2.186 2.0 -4.0 -2.3
I -0.612 -3.199 -1.645 -1.0 -2.5 3.1
Ir -0.072 1.436 0.076 -0.5 -3.8 -1.4
P 1.942 0.227 0.255 3.2 -0.8 -0.1
C 3.042 1.582 0.853 -0.7 -0.1 0.0
C 2.452 -1.210 1.317 -0.9 0.0 0.1
H 3.544 -1.378 1.305 -0.4 0.4 -0.2
H 3.833 0.231 -1.287 -0.3 -0.2 0.1
H 1.955 -2.130 0.972 0.1 0.3 0.1
H 2.760 -1.170 -1.656 -0.1 0.3 0.3
H 2.884 1.698 1.929 0.1 0.2 -0.1
H 2.126 -1.016 2.349 0.2 -0.1 -0.3
C 2.791 -0.109 -1.363 -0.7 0.1 -0.3
H 4.089 1.346 0.644 -0.2 0.0 0.1
H 2.306 0.481 -2.151 0.2 -0.2 0.1
H 2.742 2.490 0.315 0.4 0.0 0.2
P -2.231 0.309 0.093 -2.1 0.0 0.0
C -3.215 1.836 0.350 0.7 -0.4 0.3
C -3.088 -0.341 -1.412 0.8 0.0 -0.2
H -2.512 -1.851 1.217 0.1 0.3 0.2
H -3.873 -0.769 1.560 0.2 0.2 -0.3
H -2.334 -0.476 2.398 0.0 -0.3 -0.3
C -2.780 -0.811 1.450 0.5 0.1 -0.1
H -2.951 -1.427 -1.511 0.0 0.4 0.1
H -4.153 -0.103 -1.360 0.1 0.0 0.3
H -4.276 1.602 0.240 0.1 0.2 -0.3
H -2.818 2.559 -0.374 -0.6 0.1 0.2
H -2.665 0.147 -2.301 -0.3 -0.1 0.3
H -3.045 2.187 1.367 0.0 0.3 0.0
C 0.075 3.210 0.735 -0.2 3.0 0.4
O 0.127 4.386 0.663 0.1 -1.2 0.7
C -0.019 2.080 1.878 -0.8 0.9 1.0
C -0.328 1.945 3.139 -0.1 -0.8 -1.0
C -0.494 1.654 4.486 0.4 0.4 1.3
C -1.526 0.878 5.175 0.6 1.0 -2.6
C -1.699 1.035 6.569 0.3 0.0 1.2
C -0.817 1.792 7.334 -0.5 -0.6 -0.1
C 0.193 2.490 6.718 0.9 0.5 1.0
C 0.434 2.363 5.348 -1.0 -0.5 -2.5
H -2.212 0.259 4.575 0.4 0.3 0.5
H -2.544 0.545 7.049 0.1 0.0 0.0
H -0.917 1.825 8.395 -0.3 0.2 0.6
H 0.851 3.180 7.258 -0.3 -0.3 0.1
H 1.220 2.901 4.820 0.1 -0.1 0.5
```
Positions in Å, forces in eV/Å.

Atom charges from the natural (NBO) analysis, given in e for atoms 1 to 6: atom 1 (C): -0.775, atom 2 (C): 0.396, atom 3 (H): 0.266, atom 4 (H): 0.293, atom 5 (H): 0.291, atom 6 (O): -0.663

=====

ORCA calculation (ωB97M-V with the def2-TZVPD basis set) on a single C6H14NOP molecule.

Properties
SMILES	C=C(OCCC)N(C)P
energy relative to the best compared isomer or geometry (same formula, charge and spin)	52.48	kcal/mol

```
23
Properties=species:S:1:pos:R:3:forces:R:3
C 0.389 1.636 -0.463 3.5 0.9 -0.4
C 0.803 0.535 0.141 2.5 -1.4 -1.3
O 0.012 -0.292 0.795 -1.2 -0.9 0.5
C -1.370 -0.058 0.905 -1.9 0.9 2.6
C -2.227 -0.133 -0.356 0.9 0.9 0.8
C -3.575 -0.789 -0.302 0.4 -3.0 0.0
N 2.075 -0.113 0.026 -1.0 1.2 0.4
C 3.211 0.773 -0.208 0.4 -0.7 3.6
P 2.125 -1.792 0.399 0.8 0.1 0.5
H -0.551 1.811 -0.176 -3.5 1.5 0.5
H 1.036 2.435 -0.873 -0.6 -0.9 0.2
H -1.538 0.862 1.568 0.2 -0.8 -1.1
H -1.747 -0.872 1.537 0.4 0.0 0.0
H -2.431 0.817 -0.784 0.5 1.1 -0.4
H -1.500 -0.647 -0.923 0.2 -0.8 -1.8
H -3.377 -1.936 -0.357 -0.7 1.7 0.3
H -4.135 -0.597 0.649 0.1 0.1 -1.1
H -4.065 -0.547 -1.271 -0.3 -0.1 1.1
H 4.116 0.192 -0.214 0.3 -0.4 -0.7
H 3.067 1.355 -1.052 0.0 1.1 -1.7
H 3.421 1.424 0.721 -0.7 -0.5 -1.3
H 2.819 -2.223 -0.710 0.0 -0.4 -1.3
H 3.443 -1.841 0.948 -0.3 0.2 0.7
```
Positions in Å, forces in eV/Å.

Atom charges from the natural (NBO) analysis, given in e for atoms 1 to 6: atom 1 (C): -0.634, atom 2 (C): 0.522, atom 3 (O): -0.508, atom 4 (C): -0.068, atom 5 (C): -0.445, atom 6 (C): -0.611

=====

Asked for max |F| across the records above, the calculation gives 0.06486; 0.09364; 0.05871; 0.04439; 0.04134; 0.03330; 0.10209; 0.07511 Eh/bohr in order.
Asked for electronic energy across the records above, the calculation gives -390.55768; -297.60916; -809.64849; -401.39645; -1270.18627; -2999.25189; -1897.23656; -708.25644 Eh in order.
Asked for molecular weight across the records above, the calculation gives 136.24; 84.08; 193.41; 109.12; 129.15; 786.27; 643.46; 147.16 Da in order.